No. 1
Formula: C13H51BINO15PS
Source: the OMol25 dataset
Level of theory: the ωB97M-V functional and the def2-TZVPD basis

Properties
**LUMO energy**: 1.5536 eV
**Molecular weight**: 662.30 g mol⁻¹
**Net charge**: -1

```
84
Properties=species:S:1:pos:R:3:forces:R:3
O 4.949 0.843 0.308 0.14 0.06 0.04
O 1.171 10.400 4.194 0.15 -0.08 -0.09
P -3.353 -1.080 -4.044 -0.81 0.24 -0.25
O -1.030 5.530 0.938 -0.01 0.17 0.17
H 7.547 -1.800 -0.899 -0.09 0.02 0.00
H 0.268 -8.752 -0.097 -0.03 0.09 0.00
H 2.122 -2.418 -1.660 0.04 -0.14 0.24
O 1.492 -5.375 -1.112 -0.08 -0.16 -0.01
C -0.993 1.615 -3.374 0.20 -0.12 -0.06
O -0.798 -5.170 0.940 0.03 -0.16 0.07
H 1.285 1.004 -2.288 0.08 0.21 -0.07
S 0.305 0.783 1.099 -0.03 0.24 0.04
C -1.302 1.110 -1.971 -0.12 0.37 0.01
H 2.284 0.714 2.340 -0.10 0.19 0.04
O 7.148 -1.525 -0.067 0.08 0.10 0.05
H -1.560 2.010 -0.006 -0.15 -0.23 0.14
H -1.750 1.751 2.819 0.02 -0.13 -0.11
H -1.452 2.205 4.240 -0.01 -0.06 -0.02
H -1.685 2.414 -3.616 -0.23 0.12 -0.04
H 0.599 -2.826 -2.470 -0.15 -0.07 -0.05
O 0.906 -8.108 0.229 0.06 -0.20 -0.09
H -0.662 6.358 1.272 0.07 0.05 -0.04
N -0.179 3.206 -1.100 -0.19 -0.14 0.02
H -3.371 -2.427 -4.511 0.43 -0.01 -0.13
H -1.099 0.818 -4.093 -0.07 -0.21 -0.15
H 0.383 3.085 -0.266 0.07 -0.04 -0.10
H 1.859 10.563 4.847 -0.08 0.01 0.02
H 7.890 -1.397 0.532 -0.03 -0.02 -0.02
O 0.733 -0.831 -4.270 0.18 -0.01 -0.33
H -3.384 -4.555 0.795 0.08 -0.12 0.05
O 0.481 8.304 2.027 0.02 0.03 0.04
H -1.196 -5.357 0.077 0.00 0.09 0.13
C -3.866 -3.879 0.092 0.58 -0.27 -0.05
H -2.612 -0.429 -5.071 0.25 -0.28 -0.03
H -2.942 1.722 6.552 -0.01 0.03 -0.02
O -4.776 -0.574 -4.067 -0.08 0.00 0.04
C -3.463 -1.795 -1.240 0.28 -0.03 -0.90
C -1.350 2.313 -1.030 0.32 0.38 -0.08
H -2.219 2.880 -1.348 -0.24 0.03 -0.11
C 1.588 -2.408 -2.607 0.23 0.27 0.01
O -2.182 2.043 3.633 0.07 0.16 0.11
O -1.092 -1.180 -2.138 0.26 -0.47 -0.34
B -2.529 -0.878 -2.243 0.29 0.28 0.42
H 0.146 -5.291 0.774 -0.01 0.07 -0.09
C 1.807 -0.014 1.694 -0.04 -0.53 0.14
H 1.651 10.290 3.364 -0.02 0.04 0.01
C -0.411 -0.089 -1.556 -0.19 -0.28 0.30
H 2.188 -3.002 -3.291 -0.11 -0.25 -0.21
H -3.738 -1.169 -0.390 0.05 0.01 0.31
H 0.110 -1.339 0.072 0.06 -0.24 0.00
H 1.836 2.286 4.350 0.02 -0.03 -0.08
C -0.455 -0.421 -0.050 0.40 0.21 0.26
H -4.491 -3.194 0.652 -0.20 0.14 0.09
C 1.067 -0.014 -1.987 -0.44 0.27 -0.61
H -4.402 -2.051 -1.732 -0.25 0.01 -0.03
H 0.782 8.151 2.930 -0.08 -0.02 0.00
H -1.460 -0.634 0.289 -0.30 0.23 -0.03
H -0.095 9.073 2.101 -0.06 -0.08 0.00
O -2.855 2.675 6.446 0.00 0.00 -0.04
H 0.660 -5.112 -1.530 0.06 0.17 -0.06
H 1.720 -0.207 -1.145 0.11 -0.08 0.23
H -1.991 -2.838 -0.085 0.47 -0.22 -0.17
H 2.510 -0.215 0.893 0.02 0.21 -0.34
H 2.540 -0.672 -3.337 0.15 0.14 0.06
O 2.707 1.903 4.206 0.07 0.10 0.21
H 0.674 -1.301 3.047 -0.18 0.05 0.05
H -0.519 4.157 -1.075 0.15 0.06 0.09
H -4.467 -4.476 -0.583 -0.40 0.02 -0.02
I -2.137 -4.379 -2.285 0.28 -0.06 -0.07
H 1.234 -1.253 -4.982 -0.25 0.10 0.20
H 1.556 -2.164 1.786 -0.16 -0.18 -0.10
H 5.684 0.250 0.115 -0.02 -0.16 -0.02
H 4.982 0.973 1.262 -0.09 0.00 -0.04
H 3.186 2.067 5.025 -0.03 -0.01 -0.03
C -2.842 -3.072 -0.709 -0.99 0.51 0.66
O -2.606 0.569 -1.954 -0.20 -0.29 0.37
H 2.414 -1.475 3.145 0.16 -0.09 0.07
H 1.439 -6.338 -1.071 0.01 0.00 0.15
H 1.022 -8.328 1.158 -0.02 0.13 -0.01
C 1.514 -0.966 -3.088 0.24 -0.23 0.15
H -3.156 2.831 5.541 0.02 -0.06 -0.01
H -1.566 5.190 1.662 -0.01 -0.08 -0.08
C 1.585 -1.314 2.458 0.16 0.05 0.12
H 0.012 2.004 -3.469 0.18 0.19 0.05
```
Forces are in eV/Å.

No. 2
Formula: C7H10ClFO2
Source: the OMol25 dataset
Level of theory: the ωB97M-V functional and the def2-TZVPD basis

Properties
**ΔE to the lowest compared entry with this formula, charge and spin**: 3.328 eV
**LUMO energy**: 0.3589 eV
**Molecular weight**: 180.61 g mol⁻¹

```
21
Properties=species:S:1:pos:R:3:forces:R:3
C -0.945 -0.052 0.315 1.02 0.60 0.45
C -4.909 -1.030 0.083 0.63 2.17 -0.09
H 0.772 -0.944 -0.946 -1.75 0.89 2.04
C 2.616 0.147 -0.080 0.83 -1.22 -1.10
H 2.628 -0.210 -1.182 -0.71 0.96 1.50
O 1.280 0.552 0.381 1.82 -0.80 -0.66
C 0.331 -0.252 -0.092 0.44 -0.42 -1.29
H -5.874 -0.580 0.211 -0.83 -0.11 0.47
C -3.873 0.138 0.206 3.09 -5.46 -0.47
Cl -3.911 1.489 -0.793 -0.47 1.00 -1.12
H -4.945 -1.551 -0.836 0.41 0.19 -1.61
H 3.133 2.166 0.169 -2.07 3.48 -0.43
H -1.231 0.820 0.932 0.50 -0.71 -0.28
H 4.299 1.271 -0.834 -0.98 0.29 1.33
H -4.707 -1.862 0.719 0.25 0.04 1.28
C -1.980 -0.924 -0.065 -3.82 2.37 -0.49
H 4.175 1.280 0.924 1.37 -0.75 1.92
C 3.595 1.285 0.071 1.60 -2.67 -2.89
O -2.035 -1.978 -0.573 0.14 -1.44 -0.38
H 3.041 -0.782 0.407 -1.07 0.96 0.21
F -3.718 0.528 1.470 -0.43 0.61 1.59
```
Forces are in eV/Å.

No. 3
Formula: C3H2N2O3
Source: the OMol25 dataset
Level of theory: the ωB97M-V functional and the def2-TZVPD basis

Properties
**ΔE to the lowest compared entry with this formula, charge and spin**: 4.176 eV
**LUMO energy**: -0.5459 eV
**Molecular weight**: 114.06 g mol⁻¹

```
10
Properties=species:S:1:pos:R:3:forces:R:3
N -0.118 -1.027 -0.023 -0.52 1.16 -1.18
O 2.120 -1.512 -0.185 -0.97 1.27 -0.35
O -2.176 -0.106 -0.045 0.18 -0.42 -0.95
H -2.649 0.741 -0.018 0.23 0.06 0.03
C 1.284 1.160 0.091 1.33 -4.82 -1.30
C -0.875 0.096 -0.181 -0.60 2.31 4.27
N 2.113 1.963 0.141 0.41 1.18 0.31
O -0.423 1.292 0.039 -1.80 -2.86 -2.01
C 1.229 -0.714 -0.190 1.50 1.65 1.90
H -0.507 -1.893 0.371 0.22 0.47 -0.73
```
Forces are in eV/Å.

No. 4
Formula: CH2N4O
Source: the OMol25 dataset
Level of theory: the ωB97M-V functional and the def2-TZVPD basis

Properties
**ΔE to the lowest compared entry with this formula, charge and spin**: 3.557 eV
**LUMO energy**: -0.0610 eV
**SMILES string**: On1cnnn1
**Molecular weight**: 86.05 g mol⁻¹

```
8
Properties=species:S:1:pos:R:3:forces:R:3
H 0.342 -0.760 -1.770 -0.80 0.29 2.05
N -0.009 0.435 0.072 -3.81 4.31 -0.71
N 0.847 -1.349 0.218 3.32 -5.20 0.31
N 0.933 -0.787 1.396 -1.12 0.08 1.39
C 0.259 -0.635 -0.636 0.64 0.99 -2.25
H -1.854 1.285 -0.171 4.47 0.75 -1.25
N 0.278 0.325 1.392 0.52 0.45 -2.05
O -0.795 1.487 -0.501 -3.22 -1.68 2.50
```
Forces are in eV/Å.

No. 5
Formula: C20H25AsN2O4S5Zn
Source: the OMol25 dataset
Level of theory: the ωB97M-V functional and the def2-TZVPD basis

Properties
**LUMO energy**: 3.8256 eV
**Molecular weight**: 658.08 g mol⁻¹
**Net charge**: -2

```
58
Properties=species:S:1:pos:R:3:forces:R:3
S -2.188 2.995 -3.720 -0.06 -0.38 0.38
C 3.334 -0.178 -0.489 1.09 2.01 1.25
C -4.595 -1.931 0.521 -0.50 -0.57 -0.44
As -1.979 1.103 -2.688 0.04 0.82 -0.44
H 3.130 -0.847 2.352 -0.39 0.15 -0.03
C 0.698 3.907 1.224 0.62 1.17 0.46
H 1.032 -0.114 3.125 -0.26 0.23 0.99
H 1.605 5.642 2.171 -0.22 -0.24 -0.75
H -6.644 -1.402 1.259 0.35 -0.40 0.09
S -2.114 1.322 -0.481 0.31 0.16 0.42
O -0.274 -3.947 -1.367 0.49 -0.27 0.55
H 2.734 2.128 -2.730 -0.03 0.06 0.29
H -4.109 -1.191 -1.444 0.24 0.01 -0.04
C -5.800 -1.028 0.669 -0.16 0.48 -0.63
C 4.714 0.060 -0.182 -1.49 0.02 -1.13
C 5.391 1.032 -0.905 0.28 -0.08 -0.06
H -2.900 -4.445 2.093 -0.05 0.13 0.14
N 2.649 0.658 -1.291 1.37 -0.76 0.46
H -2.238 -6.305 0.305 0.23 0.37 -0.24
C -2.728 -2.678 -0.806 0.78 -0.68 -0.11
H -4.919 -3.136 2.314 0.05 0.43 -0.38
C -1.299 -6.074 -0.222 0.00 -0.73 0.72
C 2.236 -1.128 1.768 -0.03 0.42 -0.50
Zn 0.357 1.512 -0.511 -1.19 -0.31 -1.38
H 3.234 -2.171 0.178 -0.44 0.10 -0.23
H 1.632 -1.360 -0.256 0.75 -0.52 -0.01
C 0.989 -0.264 2.069 0.13 -0.09 -0.29
S -3.313 -0.389 -3.427 0.11 0.07 -0.45
C 4.697 1.784 -1.878 0.15 -1.06 0.98
H -0.039 5.920 1.647 0.45 -0.35 -0.48
S 0.152 0.535 -2.728 -0.01 0.06 0.47
C 3.330 1.573 -2.007 -0.05 -0.21 -0.01
S -0.712 -4.371 -0.006 -1.41 0.57 -1.04
C 1.403 5.803 -0.067 1.08 0.84 0.52
H 1.879 -2.108 2.139 0.59 0.09 -0.29
H 5.134 -0.550 0.599 0.50 -0.08 0.03
C -4.294 -2.927 1.433 -0.02 -0.24 1.37
H 6.479 1.164 -0.741 -0.77 0.11 -0.11
O 0.363 3.278 2.248 0.17 -0.06 -0.48
N 1.031 3.432 0.014 0.00 0.37 -0.65
H -1.343 -6.377 -1.269 -0.13 0.53 -0.02
H -5.523 -0.060 1.118 0.07 -0.24 -0.29
H 0.085 -0.898 1.880 0.45 0.79 -0.33
H 0.730 1.867 1.999 -0.19 -0.95 -0.48
H -0.523 -6.659 0.253 0.21 -0.44 0.04
C -2.346 -3.568 0.211 0.17 0.62 -0.40
H -6.199 -0.833 -0.347 0.23 0.15 0.56
C 1.440 4.497 -0.825 0.36 -0.38 -1.38
C 0.910 5.438 1.322 -0.48 -0.03 0.77
H 5.233 2.484 -2.485 -0.01 0.35 -0.26
C -3.138 -3.693 1.347 0.38 -0.38 -0.71
O 1.828 4.459 -1.995 -0.64 -0.59 2.11
H -2.186 -2.610 -1.746 0.18 0.07 0.27
O 0.942 1.008 1.434 0.42 -0.51 0.15
C 2.616 -1.263 0.262 -1.56 -0.45 -0.17
H 2.435 6.244 -0.086 -0.74 -0.53 0.15
C -3.828 -1.878 -0.655 -1.03 0.38 1.16
H 0.810 6.535 -0.599 -0.41 -0.05 -0.12
```
Forces are in eV/Å.